Record 1
43
Properties=species:S:1:pos:R:3 method="wB97M-V/def2-TZVPD" lumo_ha=0.020 homo_lumo_gap_ha=0.2843 e_homo_ev=-7.180
N 2.45 0.26 -1.33
N 1.60 1.12 -1.96
N -2.79 1.08 1.41
N -3.20 2.33 -1.05
C -0.58 0.56 0.84
C 4.90 -3.43 3.47
C -4.80 3.35 -2.40
C -3.36 3.49 -1.94
C -1.79 1.12 0.54
C -4.52 1.60 -0.82
C 5.11 -5.10 1.80
C -0.87 1.82 -1.60
C 3.40 -2.06 0.35
C 1.81 -0.13 -0.23
C 4.60 -4.22 0.85
C 5.19 -4.74 3.05
C 2.47 -1.02 0.75
C 0.51 0.56 -0.09
C 4.09 -2.98 1.24
C 0.35 1.21 -1.32
C 4.42 -2.52 2.52
C -5.28 1.91 -1.95
C -1.97 1.74 -0.72
H -4.25 0.52 -0.76
H -0.96 2.47 -2.54
H -5.07 1.16 -2.66
H -3.18 4.45 -1.49
H -3.57 1.79 1.43
H 4.27 -1.42 2.66
H 2.41 -0.83 1.80
H 3.56 -2.07 -0.73
H -6.30 1.94 -1.81
H -2.75 3.28 -2.82
H 1.76 1.60 -2.91
H -5.03 1.91 0.13
H -4.87 3.53 -3.47
H 5.21 -3.11 4.41
H -0.49 0.02 1.81
H 4.34 -4.54 -0.10
H 5.43 -6.11 1.65
H -2.57 0.61 2.27
H 5.71 -5.38 3.74
H -5.40 4.22 -2.02

Record 2
144
Properties=species:S:1:pos:R:3 method="wB97M-V/def2-TZVPD" lumo_ha=-0.168 charge=-1 homo_lumo_gap_ha=0.0526 e_homo_ev=-5.998
Cs 3.35 -1.34 -0.81
Br -1.73 1.07 -3.27
Ga 1.05 4.64 -1.93
Cl -0.81 3.25 -0.91
O -8.83 0.20 3.01
O -6.78 0.93 3.60
O -3.71 -2.25 1.96
O -10.05 1.85 4.17
O -0.37 5.53 -2.81
O -12.82 0.24 1.14
O 10.50 0.56 -6.04
O -4.86 -3.15 4.99
O 6.54 -0.34 -3.75
O -12.89 -1.45 3.48
O -8.28 2.96 5.01
O -10.91 1.00 2.07
O -4.55 -0.92 0.32
O 6.14 -2.74 -5.15
O 9.93 -1.66 -7.66
O -10.97 -0.38 3.98
N -0.20 -8.49 -5.97
C 0.31 -2.51 -4.34
C -5.86 -0.52 -0.11
C -0.10 3.92 2.28
C 4.21 -2.56 2.72
C 1.85 -2.59 -4.93
C 7.12 -2.01 -5.42
C 2.48 -0.46 -2.76
C -2.35 2.86 1.47
C -4.66 -1.81 1.34
C 1.32 2.82 -2.89
C -0.96 -0.92 2.32
C 9.49 -0.13 -5.83
C 8.53 0.07 -4.87
C -8.74 2.06 4.35
C 7.32 -0.74 -4.61
C 0.86 3.54 3.50
C -12.00 0.22 2.03
C 2.66 -2.69 2.24
C 2.34 3.20 2.88
C 4.07 4.91 -1.23
C -6.77 -1.64 0.34
C -2.42 1.33 2.06
C 0.29 -6.09 -5.03
C -4.08 -5.41 5.26
C 9.23 -1.35 -6.71
C -5.27 -4.47 5.29
C 3.68 -1.46 -3.24
C -7.98 1.03 3.63
C -6.10 -2.12 1.61
C 4.46 -1.55 3.94
C 0.35 -1.57 1.68
C -0.49 -1.14 -4.74
C 4.58 5.33 0.24
C 1.69 -1.45 2.65
C -1.68 3.84 2.58
C -0.98 0.64 1.85
C 0.02 -7.43 -5.56
C 2.94 -2.85 -3.77
C -12.04 -0.63 3.21
C 4.35 4.15 1.35
C 1.60 1.76 -1.67
C 8.07 -2.21 -6.38
C 2.87 4.42 1.97
C 2.80 5.74 -1.79
C 2.97 0.89 -1.96
B -10.19 0.67 3.31
Be 2.68 5.59 4.28
Be 5.21 -4.74 3.94
H 4.86 -2.28 1.81
H 3.92 3.77 -1.26
H -3.40 3.22 1.15
H 2.68 -2.71 1.06
H 5.65 5.75 0.26
H 3.65 1.49 -2.68
H 0.18 4.97 1.89
H 2.19 -3.68 2.56
H -3.60 -5.39 4.28
H 0.56 4.27 -0.42
H -1.08 -1.07 3.44
H 3.03 3.07 3.80
H 5.41 -1.93 4.49
H 0.62 -1.03 0.69
H -5.74 -4.47 6.28
H -6.02 -4.78 4.55
H 3.56 0.68 -0.97
H -6.43 -1.55 2.48
H -6.26 -3.18 1.76
H -1.89 -1.42 1.83
H 3.90 6.20 0.60
H -1.93 3.48 3.64
H 2.31 2.19 2.33
H 1.36 -5.87 -5.05
H -0.95 -0.64 -3.77
H 0.21 -2.70 1.48
H -3.16 0.74 1.41
H 0.22 -0.33 -5.18
H -2.74 1.35 3.16
H -1.30 -1.34 -5.53
H -5.86 -0.40 -1.19
H 3.63 -1.51 4.73
H 1.71 -1.03 -2.05
H 2.92 5.38 2.62
H 2.20 2.85 -3.63
H 4.31 -0.97 -4.08
H -0.21 -5.32 -5.61
H -0.04 -5.99 -3.99
H 2.18 -0.41 2.46
H -0.14 1.15 2.46
H -7.80 -1.31 0.49
H 0.74 0.99 -1.72
H -4.46 -3.15 4.11
H 4.54 -3.63 3.07
H 0.42 -2.44 -3.19
H 1.82 -3.44 -5.71
H -1.18 5.23 -2.33
H 2.59 6.64 -1.12
H -6.77 -2.44 -0.40
H 3.76 -3.51 -4.21
H -0.67 0.70 0.73
H 0.49 2.56 3.98
H -1.70 2.81 0.49
H 4.36 -1.76 -2.33
H -2.10 4.90 2.38
H 1.60 2.27 -0.64
H 5.16 4.16 2.17
H 4.32 3.12 0.84
H 0.40 2.53 -3.50
H -0.33 -3.39 -4.68
H -3.33 -5.09 5.99
H 2.20 4.64 1.06
H 1.01 4.38 4.27
H 2.46 -3.43 -2.88
H 1.95 -0.09 -3.72
H -4.38 -6.43 5.49
H 1.41 -1.44 3.77
H 8.62 0.92 -4.20
H 2.11 -1.61 -5.47
H 3.07 6.06 -2.87
H 0.16 3.20 1.41
H 8.01 -3.08 -7.01
H 4.95 5.14 -1.95
H 4.76 -0.51 3.54
H -6.10 0.43 0.36

Record 3
20
Properties=species:S:1:pos:R:3 method="wB97M-V/def2-TZVPD" lumo_ha=0.033 homo_lumo_gap_ha=0.3739 e_homo_ev=-9.280
O 1.55 -0.32 -0.48
N 1.43 0.33 1.71
N 0.86 1.81 -0.06
C 1.28 0.63 0.49
C -1.66 -0.28 0.06
C -2.40 0.65 0.63
C 2.16 -1.51 -0.03
C -1.71 -0.61 -1.40
H -2.46 -0.02 -1.92
H 1.17 1.07 2.36
H 0.93 1.91 -1.06
H 2.49 -2.04 -0.93
H -1.94 -1.67 -1.54
H -3.10 1.24 0.06
H 0.90 2.64 0.50
H -2.33 0.87 1.69
H 3.02 -1.31 0.62
H -0.89 -0.86 0.62
H 1.44 -2.10 0.54
H -0.73 -0.42 -1.84

Record 4
27
Properties=species:S:1:pos:R:3 method="wB97M-V/def2-TZVPD" lumo_ha="-0.034 / 0.014" homo_lumo_gap_ha="0.2334 / 0.2847" e_homo_ev="-7.269 / -7.373"
P 2.36 0.94 0.04
N 0.88 0.28 0.28
C -0.37 0.70 0.31
C 3.54 0.09 1.19
C -2.68 0.44 -0.06
C -1.49 -0.17 0.08
C -2.26 -2.60 -0.12
C -1.16 -1.64 0.14
C -0.59 2.11 0.28
C -1.85 2.67 0.11
C 0.01 -2.08 0.53
C 2.86 0.35 -1.63
C -2.95 1.80 0.05
H 4.52 0.29 0.95
H 3.18 -0.73 -1.55
H 3.27 -1.06 1.16
H -3.21 -2.23 0.27
H 1.89 0.53 -2.28
H 0.25 2.71 0.15
H -3.64 -0.10 -0.06
H 3.67 1.00 -2.14
H 0.59 -2.89 0.89
H -2.14 -3.60 0.37
H -2.24 -2.99 -1.17
H 3.39 0.42 2.27
H -1.91 3.66 0.01
H -3.92 2.07 -0.08